1.
Entry from OMol25: 13 unconnected molecules or ions with the total composition C60H92F4O18 in a non-equilibrium geometry (ωB97M-V/def2-TZVPD).

Cartesian coordinates (Å):
F1 4.40214 -2.63698 -0.38962
F2 -1.89349 2.48511 -4.27839
F3 0.61713 -0.95060 -8.26422
F4 1.96543 -4.78802 8.17143
O1 -3.24996 4.94176 1.20823
O2 1.80028 -4.56403 -1.35964
O3 2.23969 2.66778 -3.07805
O4 -1.05256 0.74312 4.52238
O5 -2.70499 0.22021 5.96627
O6 -4.17110 -1.92573 2.89530
O7 -4.33345 3.24201 -1.10416
O8 -5.66013 1.55807 -0.61870
O9 -4.40217 -4.14131 -2.28891
O10 0.41292 0.31149 0.84094
O11 4.38546 5.24334 -0.98539
O12 -6.42252 -4.71700 -1.49263
O13 1.57048 -0.67563 2.43569
O14 2.82027 -6.42595 -0.69234
O15 2.76921 6.37798 -2.13355
O16 -2.66702 -1.41700 1.26104
O17 3.60723 3.62462 -4.49378
O18 -1.12917 5.47459 1.40352
C1 2.00184 -6.38509 0.44588
C2 -2.92893 -1.81529 2.38485
C3 0.66309 -1.42974 -7.06520
C4 3.94559 4.01944 1.14153
C5 -3.33882 0.81873 -3.62092
C6 0.40395 2.60044 0.75215
C7 -3.56548 -0.34273 -2.96015
C8 -0.54001 -1.69936 -6.38684
C9 6.79577 -0.03209 -0.07975
C10 3.35234 4.74838 -0.10434
C11 -1.93518 -2.11734 3.47024
C12 -1.19136 5.25451 2.78859
C13 3.92762 6.05759 -1.98920
C14 -5.34741 3.90154 -3.30623
C15 2.46119 3.53267 -4.11407
C16 3.91434 -2.21967 5.65593
C17 -2.04480 1.35975 -3.58412
C18 -2.58873 -0.90626 -2.12595
C19 0.85682 -0.77414 1.45799
C20 -3.39059 1.60992 0.21265
C21 3.30151 1.84687 -2.66701
C22 -3.18477 1.73725 4.10549
C23 -0.99136 0.78607 -2.86826
C24 0.83566 1.45005 1.55511
C25 3.85595 -3.54376 7.67065
C26 -5.42495 3.98877 -1.72940
C27 2.50939 -5.49242 -1.62099
C28 -0.45471 -2.22036 -5.10550
C29 1.30913 4.25181 -4.68773
C30 1.88629 -3.50631 6.16401
C31 6.49719 0.41965 1.21042
C32 0.79470 -2.44431 -4.53328
C33 -6.11790 -3.78361 -3.79249
C34 0.79012 -7.25907 0.13892
C35 -6.55854 -1.82545 2.98220
C36 5.04100 -1.65622 0.13959
C37 0.82220 0.68015 6.17622
C38 -4.59648 2.08968 -0.49627
C39 4.95434 6.37169 -2.97648
C40 4.58237 -2.69632 6.77970
C41 -1.26056 -0.37378 -2.12803
C42 2.61022 -2.66800 5.34132
C43 1.94492 -2.20816 -5.26728
C44 0.01761 5.76273 3.50740
C45 -0.11805 -0.06762 5.28622
C46 1.91691 -1.78566 -6.58143
C47 -2.02670 5.66630 -0.78717
C48 5.46021 -0.18078 1.94361
C49 0.59253 -2.07374 0.81053
C50 3.10726 -5.82431 -2.92937
C51 -2.25869 5.35855 0.66384
C52 -5.37568 -1.55156 2.09757
C53 3.63882 0.71762 -3.60248
C54 -5.74168 -4.28112 -2.41503
C55 6.07582 -1.11994 -0.60077
C56 -3.85960 -4.91850 -1.17955
C57 4.73757 -1.22933 1.42038
C58 2.57207 -3.98095 7.29947
C59 -2.32788 0.79473 4.98463
C60 -2.34988 -4.94870 -1.43811
H1 1.75617 -5.36736 0.65641
H2 -0.73430 2.80543 0.81500
H3 -6.37893 3.59941 -1.33030
H4 -2.75455 2.75657 4.04811
H5 -0.03570 5.46340 4.58830
H6 4.46907 0.13380 -3.18939
H7 0.48349 3.53479 -4.65182
H8 -4.19967 1.82257 4.55857
H9 -0.56588 -0.97201 -1.59471
H10 -6.06138 4.69979 -3.59831
H11 5.84530 6.65340 -2.40187
H12 -5.73024 -4.39092 -4.56314
H13 -6.34655 -2.81004 3.41377
H14 5.10602 5.45503 -3.60717
H15 -4.03011 -4.46531 -0.18961
H16 -2.88241 -1.77698 -1.53254
H17 2.58195 5.46833 0.17625
H18 -2.20665 5.61202 3.14354
H19 -3.24528 1.33022 3.11510
H20 0.35807 1.44285 2.53331
H21 1.12422 -8.16710 -0.43175
H22 0.01096 6.85271 3.48728
H23 0.33251 -0.62343 4.46765
H24 -2.20824 -5.37894 -2.45915
H25 -0.44020 -2.18763 0.47932
H26 -4.34496 4.14417 -3.59640
H27 0.06373 1.18075 -2.93346
H28 1.53622 4.66201 -5.66462
H29 2.72437 0.09321 -3.72006
H30 4.69183 7.12606 -3.70040
H31 -5.54587 2.92609 -3.69884
H32 -0.94210 -1.73520 3.14214
H33 -5.31329 5.02395 -1.34614
H34 -5.23539 -0.53799 1.65695
H35 -7.24403 -3.69007 -3.85121
H36 2.19209 -2.15517 4.45412
H37 -4.22487 -5.93007 -1.23328
H38 -2.57294 1.70230 -0.52866
H39 -1.82889 -5.63525 -0.78149
H40 0.96643 5.46448 3.03027
H41 1.21672 1.58573 5.71651
H42 -4.06491 1.44660 -4.12384
H43 4.41521 -1.55909 5.01077
H44 0.25624 -7.63812 1.00430
H45 -3.47933 0.63268 0.61153
H46 -6.65863 -1.11845 3.81539
H47 7.60726 0.47332 -0.52432
H48 1.18098 -2.22452 -0.07167
H49 4.22210 2.41483 -2.33485
H50 -1.46076 6.54725 -0.93181
H51 -3.16633 2.38366 0.94795
H52 1.67742 0.06988 6.39540
H53 -5.72691 -2.76137 -3.89797
H54 4.06319 -6.37290 -2.74753
H55 4.49121 4.63486 1.83220
H56 -7.37893 -1.94890 2.38722
H57 2.82321 3.94683 -0.56494
H58 -0.69043 -0.73043 5.92452
H59 2.34957 -6.59072 -3.31672
H60 -1.50133 4.83837 -1.26312
H61 3.16138 -5.00620 -3.66938
H62 4.37185 -3.91411 8.52433
H63 0.24984 0.94647 7.09165
H64 -2.30363 -1.74059 4.41528
H65 5.61622 -2.53068 6.95554
H66 2.93655 -2.30035 -4.82519
H67 3.93377 -1.67352 1.94652
H68 -4.58454 -0.77367 -2.98499
H69 -5.39772 -2.25684 1.26742
H70 1.05987 5.07924 -4.05281
H71 0.70955 2.39282 -0.28170
H72 -1.31052 4.18604 2.84715
H73 3.10128 3.55828 1.64747
H74 5.27510 0.26261 2.93513
H75 0.84553 -3.77867 5.97152
H76 -1.91653 -3.24161 3.55060
H77 2.60910 -6.91237 1.13755
H78 3.00055 1.48893 -1.69633
H79 0.12304 -6.85331 -0.64068
H80 0.83770 -2.83553 1.50780
H81 2.78049 -1.59770 -7.19525
H82 1.90857 1.45176 1.73592
H83 6.33523 -1.65555 -1.57635
H84 -1.81804 -4.00981 -1.37296
H85 -1.40444 -2.40527 -4.57331
H86 4.65315 3.28870 0.75945
H87 0.87962 -2.67520 -3.48925
H88 7.12416 1.27719 1.59300
H89 0.83417 3.61372 0.94292
H90 3.93267 1.02576 -4.62586
H91 -2.99893 5.82181 -1.35642
H92 -1.45180 -1.50276 -6.88867

Calculated values
ΔE to the lowest compared entry with this formula, charge and spin: 0.00 kJ/mol
LUMO energy: 0.46 eV
Frontier orbital gap: 9.36 eV


2.
Entry from OMol25: 13 unconnected molecules or ions with the total composition C61H149N7O13 in a non-equilibrium geometry (ωB97M-V/def2-TZVPD).

Cartesian coordinates (Å):
O1 10.37447 18.65993 13.21838
O2 16.35992 14.26527 13.75304
O3 14.04222 20.02818 15.54958
O4 22.08010 16.60245 11.53492
O5 23.98070 15.17729 15.33450
O6 18.79628 16.11207 19.37626
O7 20.27550 8.79847 10.26112
O8 13.79630 10.70239 9.99429
O9 17.16642 9.77598 19.37104
O10 18.29660 19.00868 13.60300
O11 13.59756 18.86033 10.97086
O12 11.34918 12.36057 19.07637
O13 17.49274 15.28461 9.46831
N1 10.92464 17.50465 10.57838
N2 16.94456 10.12924 18.02850
N3 18.72330 16.39952 11.96176
N4 10.53668 11.46708 11.68734
N5 10.54978 12.30521 17.97292
N6 20.07030 10.01098 11.00362
N7 22.34792 15.77671 20.38155
C1 21.75048 14.16539 15.55980
C2 20.54418 14.18216 20.80966
C3 14.66676 18.93762 16.11780
C4 9.20882 10.92122 16.37377
C5 22.21214 16.48197 16.47502
C6 15.08788 11.77942 18.51630
C7 15.98564 18.57018 10.41773
C8 17.68936 7.83334 17.38108
C9 9.71182 13.30501 15.89662
C10 10.21825 10.92795 17.58632
C11 16.10882 19.30996 16.39482
C12 12.18166 13.41165 16.41716
C13 15.70148 10.59606 15.34968
C14 19.51508 20.20732 11.82214
C15 11.39514 15.35897 11.66638
C16 16.25632 11.74865 16.19783
C17 22.40214 14.89573 9.97922
C18 21.34888 17.17615 9.36666
C19 15.69036 13.98252 9.57265
C20 10.59352 19.46652 14.32222
C21 22.80426 15.06248 16.15792
C22 22.40802 16.40016 10.23380
C23 11.22566 17.47807 13.06274
C24 17.67503 9.56876 11.33302
C25 18.29818 15.52862 13.00370
C26 18.75400 16.12879 17.97790
C27 16.56266 9.30771 15.73872
C28 12.42288 10.60343 10.39357
C29 16.43748 11.51346 17.79080
C30 14.55576 18.05630 10.33363
C31 14.02360 18.00965 8.86308
C32 19.15104 8.75984 13.12124
C33 17.14678 13.93152 9.49596
C34 17.50776 12.58562 18.21970
C35 12.57956 11.15395 12.91188
C36 18.76026 11.18211 12.73176
C37 10.47918 14.75369 17.78558
C38 19.06579 15.89524 14.38480
C39 10.72374 16.76417 11.82568
C40 16.77920 15.45709 13.05496
C41 17.61516 13.35265 8.12853
C42 11.41864 10.06731 17.18396
C43 11.99418 11.49583 11.56638
C44 9.61568 11.89362 15.28658
C45 20.03748 11.82736 13.31872
C46 21.94310 11.29099 10.01719
C47 15.03522 13.98934 13.68962
C48 14.08256 9.74526 8.95123
C49 19.37760 19.83363 13.34704
C50 21.04794 15.32835 19.94183
C51 15.16206 8.42907 17.59440
C52 20.69079 19.16546 13.84340
C53 20.01784 16.46271 19.97666
C54 21.01042 12.04290 12.16180
C55 21.32412 10.77625 11.35632
C56 18.96646 9.83052 12.04146
C57 10.78250 13.43409 17.04241
C58 14.33440 17.66218 15.30724
C59 16.55212 8.94347 17.20090
C60 22.33964 9.85628 12.07726
C61 9.39578 10.26525 18.70719
H1 17.88502 7.42162 18.37120
H2 14.88288 13.11423 14.32134
H3 17.39644 10.36100 10.63816
H4 18.61528 8.07974 16.86140
H5 14.05886 18.94317 8.30148
H6 16.65882 18.53113 16.92304
H7 22.67802 12.05970 10.25614
H8 10.19204 11.86932 12.54730
H9 16.76232 9.48175 11.92252
H10 17.59036 9.40391 15.38846
H11 23.20586 10.39281 12.46444
H12 23.15700 14.63628 17.09708
H13 16.06971 19.65046 10.29935
H14 11.11104 14.91677 18.65864
H15 19.46330 15.38922 17.60636
H16 21.91092 9.23730 12.86538
H17 12.51210 12.00907 13.58442
H18 22.31132 10.40450 9.50081
H19 22.41998 15.91189 21.37986
H20 11.04636 14.88656 10.74808
H21 21.28916 13.39090 20.89328
H22 14.31762 9.10829 17.47749
H23 17.15717 12.37837 7.95788
H24 17.41354 13.37739 10.39588
H25 22.61708 14.67014 8.93472
H26 22.99844 17.00855 17.01590
H27 12.48170 15.40820 11.59526
H28 9.85434 20.26579 14.26848
H29 20.37056 17.44079 19.64948
H30 17.35826 13.97080 7.26830
H31 16.63140 18.12680 9.65976
H32 15.26824 14.38301 8.65096
H33 14.60870 13.72561 12.72182
H34 17.40210 6.94746 16.81470
H35 14.76162 12.81575 18.42874
H36 12.16070 10.27491 13.40172
H37 11.61992 19.82939 14.26834
H38 16.25546 20.22754 16.96460
H39 14.81716 7.52530 17.09207
H40 9.23654 9.20199 18.52772
H41 17.68254 8.54161 10.96834
H42 18.99904 14.99360 14.99364
H43 15.05638 8.15430 18.64390
H44 14.31760 11.11151 18.13073
H45 12.38630 9.57711 10.75884
H46 10.01519 10.18063 19.60010
H47 18.51432 16.72962 14.81816
H48 21.67212 17.09311 8.32902
H49 19.58924 13.75101 20.50914
H50 10.25966 18.26473 10.56492
H51 20.78552 18.13320 13.50640
H52 21.13892 14.89177 18.94722
H53 13.04940 17.53480 8.97954
H54 18.49026 12.29620 17.84680
H55 9.96390 14.07953 15.17228
H56 21.34052 18.22442 9.66527
H57 21.43492 14.42747 10.16177
H58 19.62836 19.32676 11.18978
H59 9.22094 9.98280 15.81942
H60 13.93390 8.71875 9.28630
H61 21.96122 12.40417 12.55366
H62 19.89286 16.69539 21.03418
H63 16.27082 9.77232 19.71672
H64 17.15577 13.57991 17.94478
H65 20.57708 12.81470 11.52568
H66 8.19602 11.10355 16.73308
H67 14.52090 17.27933 8.22477
H68 19.90124 12.72932 13.91538
H69 16.59002 19.34324 15.41734
H70 22.91118 16.62654 12.01482
H71 19.67574 7.93322 12.64220
H72 10.76250 12.56081 19.80939
H73 19.66820 16.14856 11.70824
H74 13.54290 9.96741 8.03062
H75 11.15800 14.66897 12.47618
H76 10.65586 17.00496 9.74282
H77 15.47754 12.50875 16.25993
H78 21.32308 16.40878 17.10137
H79 18.99026 17.14382 17.65852
H80 17.79032 15.76008 17.62651
H81 12.42266 14.41432 16.06408
H82 23.17526 14.32565 10.49440
H83 8.75952 13.70281 16.24732
H84 20.39517 20.83043 11.66316
H85 20.78258 14.23626 16.05604
H86 22.65044 9.15946 11.29884
H87 8.46116 10.77418 18.94292
H88 17.55130 12.66717 19.30578
H89 10.18262 12.00894 10.91202
H90 18.53672 18.15735 13.22994
H91 9.50641 14.83754 18.27012
H92 24.58808 14.48731 15.61130
H93 17.14454 12.25960 15.82624
H94 11.78150 10.85149 9.54786
H95 12.23720 17.79545 12.80944
H96 14.13784 17.82910 14.24818
H97 18.40290 12.01445 12.12546
H98 15.15902 9.79391 8.78694
H99 18.67691 14.54380 12.73022
H100 18.29490 8.34825 13.65576
H101 15.37850 14.71231 10.31984
H102 11.78212 10.43496 16.22436
H103 12.96680 13.21314 17.14670
H104 16.05240 8.52585 15.17620
H105 16.50508 15.52071 12.00192
H106 14.43852 14.81609 14.07502
H107 12.21980 12.50556 11.22342
H108 21.56124 14.55825 14.56084
H109 16.29906 18.24693 11.41038
H110 13.61532 10.90948 12.67624
H111 20.35026 16.74008 9.39298
H112 17.35554 15.73474 8.63156
H113 15.83996 10.75634 14.28046
H114 19.74430 8.97499 9.48120
H115 10.55852 11.58268 14.83662
H116 20.47998 11.17992 14.07578
H117 10.48006 18.92164 15.25942
H118 22.03418 16.90633 15.48692
H119 14.36228 17.08500 10.78890
H120 18.69850 13.23256 8.13568
H121 15.21078 13.02339 9.76800
H122 11.14470 16.86413 13.95974
H123 12.72540 18.52701 10.74756
H124 15.16226 11.55750 19.58088
H125 21.11604 11.76992 9.49307
H126 21.50798 19.76752 13.44616
H127 10.64126 15.65556 17.19527
H128 8.88618 11.79645 14.48252
H129 23.39934 16.83728 10.11412
H130 18.70264 20.84238 11.46896
H131 14.26058 20.08020 14.61620
H132 19.78104 9.12657 13.93162
H133 20.10114 16.21106 14.25670
H134 17.94933 11.21206 13.45948
H135 16.34652 16.36261 13.48030
H136 14.15920 18.79286 17.07149
H137 22.06594 13.12280 15.59966
H138 20.63256 19.05694 14.92642
H139 20.44539 14.61561 21.80488
H140 13.43022 17.23173 15.73766
H141 19.21613 20.72088 13.95926
H142 14.66958 10.26651 15.47092
H143 15.15820 16.94894 15.33456
H144 11.13916 9.02831 17.00940
H145 12.27390 12.86986 15.47584
H146 22.46614 16.64480 19.87902
H147 12.25486 10.13213 17.88012
H148 9.66832 16.54650 11.98932
H149 18.25011 16.18354 11.09600

Calculated values
LUMO energy: 0.44 eV
Frontier orbital gap: 8.50 eV


> Among the records above, which one has the highest frontier orbital gap?

C60H92F4O18